{
  "formula": "C34H40N6O2PS4Se2Sn",
  "method": "wB97M-V/def2-TZVPD",
  "lumo_ev": -1.623,
  "multiplicity": 1,
  "e_above_lowest_kcal_mol": 15.2,
  "charge": 1,
  "energy_ev": -238095.58750,
  "homo_energy_ev": -9.56,
  "species": ["Sn", "Se", "P", "Se", "C", "C", "C", "C", "C", "C", "C", "C", "C", "C", "C", "C", "H", "H", "H", "H", "H", "H", "H", "H", "H", "H", "N", "C", "N", "C", "C", "S", "C", "C", "S", "C", "N", "N", "H", "H", "H", "H", "H", "H", "C", "C", "C", "C", "C", "C", "C", "S", "C", "O", "H", "H", "H", "H", "H", "H", "H", "H", "H", "H", "C", "N", "C", "C", "N", "C", "S", "H", "H", "H", "H", "H", "H", "C", "C", "C", "O", "C", "H", "H", "H", "H", "H", "H", "H", "H"],
  "positions_angstrom": [[-0.499, 0.024, -0.060], [1.966, -0.181, 1.749], [3.357, -0.278, 0.068], [2.418, -0.362, -1.843], [4.430, 1.193, 0.214], [4.649, 2.022, -0.879], [5.448, 3.154, -0.747], [6.035, 3.456, 0.472], [5.821, 2.627, 1.569], [5.016, 1.504, 1.444], [4.424, -1.728, 0.367], [4.878, -2.003, 1.659], [5.719, -3.082, 1.889], [6.100, -3.903, 0.834], [5.636, -3.644, -0.448], [4.801, -2.556, -0.684], [4.195, 1.778, -1.831], [5.615, 3.797, -1.603], [6.659, 4.336, 0.572], [6.281, 2.858, 2.522], [4.827, 0.882, 2.309], [4.550, -1.389, 2.489], [6.076, -3.285, 2.892], [6.757, -4.746, 1.013], [5.927, -4.286, -1.271], [4.437, -2.351, -1.682], [0.918, 3.010, 1.932], [-0.389, 2.766, 2.184], [-1.100, 1.828, 1.600], [-2.427, 1.867, 2.020], [-2.720, 2.839, 2.907], [-1.306, 3.752, 3.278], [-3.376, 0.892, 1.473], [-4.556, 0.554, 2.030], [-5.353, -0.622, 1.058], [-4.021, -0.593, -0.054], [-3.063, 0.240, 0.282], [-4.048, -1.337, -1.188], [1.462, 2.211, 1.601], [1.406, 3.626, 2.559], [-3.675, 3.088, 3.348], [-4.997, 0.912, 2.949], [-4.724, -2.080, -1.241], [-3.163, -1.502, -1.668], [3.446, -5.538, -0.841], [2.471, -4.770, 0.011], [2.788, -4.424, 1.322], [1.896, -3.710, 2.106], [0.664, -3.362, 1.574], [0.320, -3.695, 0.274], [1.228, -4.395, -0.501], [-0.417, -2.328, 2.532], [-1.579, -3.561, 3.118], [-1.259, -1.555, 1.513], [4.441, -5.539, -0.396], [3.515, -5.111, -1.843], [3.123, -6.577, -0.948], [3.764, -4.681, 1.720], [2.170, -3.390, 3.106], [-0.631, -3.377, -0.136], [0.974, -4.637, -1.527], [-1.857, -4.222, 2.299], [-2.444, -3.011, 3.490], [-1.104, -4.117, 3.929], [-2.688, 0.411, -4.015], [-1.333, 0.063, -4.415], [-0.627, 0.625, -5.474], [0.574, 0.022, -5.517], [0.579, -0.902, -4.487], [-0.587, -0.886, -3.811], [-0.985, -1.867, -2.485], [-3.017, 1.255, -4.614], [-2.704, 0.680, -2.963], [-3.357, -0.431, -4.177], [-1.042, 1.402, -6.092], [1.414, 0.174, -6.171], [1.350, -1.487, -4.212], [-1.063, 4.549, -1.298], [0.398, 4.165, -1.598], [0.257, 2.845, -2.334], [-0.847, 2.200, -1.676], [-1.828, 3.215, -1.389], [-1.441, 5.253, -2.038], [-1.171, 5.007, -0.317], [0.955, 4.011, -0.674], [0.915, 4.915, -2.196], [1.124, 2.190, -2.254], [0.016, 2.998, -3.393], [-2.326, 2.938, -0.462], [-2.573, 3.235, -2.189]]
}



{
  "formula": "C15H38O12S3V",
  "method": "wB97M-V/def2-TZVPD",
  "lumo_ev": [-2.779, -2.309],
  "multiplicity": 2,
  "e_above_lowest_kcal_mol": 148.7,
  "charge": 0,
  "energy_ev": -98926.80534,
  "homo_energy_ev": [-8.99, -9.22],
  "species": ["O", "V", "C", "C", "C", "O", "H", "H", "H", "H", "H", "H", "H", "C", "C", "C", "O", "H", "H", "H", "H", "H", "H", "H", "O", "S", "O", "O", "C", "C", "C", "H", "H", "H", "H", "H", "H", "H", "H", "O", "S", "O", "O", "C", "C", "C", "H", "H", "H", "H", "H", "H", "H", "H", "O", "S", "O", "O", "C", "C", "C", "H", "H", "H", "H", "H", "H", "H", "H"],
  "positions_angstrom": [[-1.338, -2.636, 2.444], [-0.179, -1.887, 3.148], [2.416, -4.597, 0.279], [1.719, -3.305, 0.633], [0.638, -2.822, -0.361], [1.486, -3.105, 2.045], [3.237, -4.957, 0.900], [2.673, -4.442, -0.769], [1.753, -5.461, 0.336], [2.349, -2.436, 0.446], [1.135, -2.770, -1.330], [0.220, -1.828, -0.206], [-0.203, -3.498, -0.203], [1.510, 1.225, 0.973], [0.042, 1.248, 1.343], [-0.767, 1.812, 0.246], [-0.428, 0.037, 1.859], [1.799, 2.241, 0.702], [1.740, 0.675, 0.060], [2.151, 0.862, 1.775], [-0.059, 1.927, 2.189], [-0.672, 1.229, -0.670], [-0.439, 2.766, -0.167], [-1.841, 1.799, 0.434], [5.315, -3.352, -3.986], [6.349, -2.317, -3.742], [6.843, -1.484, -4.803], [5.922, -1.284, -2.554], [5.102, -1.857, -1.456], [4.815, -0.688, -0.475], [7.762, -3.086, -2.956], [5.824, -2.560, -1.040], [4.182, -2.211, -1.922], [4.190, -1.007, 0.359], [4.131, 0.048, -0.896], [5.577, -0.035, -0.049], [8.195, -3.713, -3.735], [7.593, -3.714, -2.081], [8.418, -2.286, -2.615], [-4.972, 5.288, 2.133], [-5.658, 4.845, 3.316], [-7.095, 5.104, 3.480], [-5.202, 3.276, 3.654], [-3.911, 2.912, 3.267], [-4.077, 1.485, 2.799], [-4.731, 5.631, 4.806], [-3.368, 3.014, 4.207], [-3.506, 3.517, 2.457], [-4.797, 1.221, 2.024], [-4.355, 0.852, 3.641], [-3.083, 1.150, 2.502], [-3.850, 5.015, 4.986], [-5.311, 5.860, 5.700], [-4.442, 6.552, 4.299], [-4.846, 0.087, -1.313], [-3.719, -0.748, -1.842], [-3.880, -1.851, -2.777], [-2.563, 0.281, -2.425], [-2.793, 0.763, -3.778], [-1.599, 1.727, -4.013], [-2.839, -1.348, -0.430], [-3.741, 1.295, -3.858], [-2.771, -0.121, -4.415], [-0.684, 1.136, -3.972], [-1.575, 2.462, -3.208], [-1.640, 2.264, -4.961], [-3.621, -1.834, 0.153], [-2.568, -0.393, 0.020], [-1.962, -1.970, -0.610]]
}



{
  "formula": "C4H8ClN",
  "method": "wB97M-V/def2-TZVPD",
  "lumo_ev": 0.971,
  "multiplicity": 1,
  "smiles": "NCC1(Cl)CC1",
  "e_above_lowest_kcal_mol": 14.1,
  "charge": 0,
  "energy_ev": -18289.16057,
  "homo_energy_ev": -9.45,
  "species": ["N", "C", "C", "Cl", "C", "C", "H", "H", "H", "H", "H", "H", "H", "H"],
  "positions_angstrom": [[-0.418, 1.306, -1.751], [0.641, 0.599, -1.126], [0.320, -0.061, 0.192], [-1.108, -1.144, 0.155], [0.457, 0.772, 1.441], [1.402, -0.356, 1.158], [-1.012, 1.800, -1.096], [-1.012, 0.707, -2.280], [0.934, -0.205, -1.873], [1.533, 1.234, -1.023], [-0.223, 0.786, 2.285], [0.897, 1.697, 1.022], [1.268, -1.377, 1.638], [2.463, -0.070, 0.948]]
}



{
  "formula": "C23H43ClF7N3O3P",
  "method": "wB97M-V/def2-TZVPD",
  "lumo_ev": 2.126,
  "multiplicity": 1,
  "charge": -1,
  "energy_ev": -75992.86623,
  "homo_energy_ev": -4.39,
  "species": ["C", "C", "P", "C", "C", "N", "C", "C", "C", "O", "Cl", "C", "O", "O", "C", "F", "F", "C", "F", "F", "C", "F", "F", "F", "H", "H", "H", "H", "H", "H", "H", "H", "H", "H", "H", "H", "H", "C", "C", "N", "C", "C", "C", "C", "H", "H", "H", "H", "H", "H", "H", "H", "H", "H", "H", "H", "H", "H", "H", "C", "C", "N", "C", "C", "C", "C", "H", "H", "H", "H", "H", "H", "H", "H", "H", "H", "H", "H", "H", "H", "H"],
  "positions_angstrom": [[-0.922, 2.040, 0.675], [-0.372, 3.557, 0.695], [1.315, 3.810, 1.511], [1.138, 3.558, 3.412], [2.662, 3.349, 3.944], [2.505, 2.602, 1.025], [3.553, 3.164, 0.082], [2.833, 3.745, -1.223], [3.003, 5.300, -1.510], [4.067, 5.924, -1.632], [1.451, 6.296, -1.748], [4.433, 4.173, 0.946], [5.586, 3.746, 1.344], [4.081, 5.427, 1.375], [4.360, 1.835, -0.397], [4.792, 1.044, 0.724], [3.501, 0.934, -1.147], [5.644, 2.106, -1.305], [5.875, 3.440, -1.685], [6.791, 1.711, -0.531], [5.734, 1.220, -2.652], [6.993, 1.569, -3.251], [4.761, 1.575, -3.626], [5.811, -0.170, -2.417], [-0.151, 1.252, 0.968], [-1.826, 1.943, 1.389], [-1.367, 1.866, -0.380], [-0.428, 4.029, -0.359], [-1.129, 4.166, 1.326], [0.605, 4.429, 3.916], [0.605, 2.547, 3.532], [3.371, 4.166, 3.538], [3.100, 2.352, 3.554], [2.704, 3.281, 5.086], [1.970, 1.846, 0.570], [1.702, 3.520, -1.290], [3.278, 3.208, -2.150], [2.573, -1.560, 0.798], [1.274, -1.774, 1.566], [0.229, -2.429, 0.783], [-1.085, -2.374, 1.419], [-1.261, -3.110, 2.746], [0.580, -3.712, 0.184], [1.039, -4.831, 1.117], [2.399, -1.010, -0.130], [3.271, -0.979, 1.406], [3.066, -2.506, 0.555], [0.917, -0.783, 1.867], [1.495, -2.323, 2.489], [-1.843, -2.733, 0.713], [-1.336, -1.319, 1.583], [-1.324, -4.190, 2.603], [-2.200, -2.798, 3.216], [-0.457, -2.895, 3.453], [1.370, -3.540, -0.554], [-0.265, -4.076, -0.412], [1.756, -4.485, 1.866], [1.536, -5.613, 0.534], [0.200, -5.302, 1.629], [-7.616, -2.676, -2.001], [-6.385, -1.973, -2.562], [-5.490, -1.449, -1.536], [-4.474, -0.541, -2.067], [-3.442, -1.119, -3.034], [-5.013, -2.408, -0.545], [-4.252, -3.633, -1.049], [-8.168, -2.024, -1.319], [-8.289, -2.953, -2.818], [-7.356, -3.596, -1.470], [-6.747, -1.138, -3.172], [-5.866, -2.659, -3.243], [-3.947, -0.062, -1.234], [-4.991, 0.280, -2.577], [-2.697, -1.723, -2.515], [-2.902, -0.302, -3.524], [-3.899, -1.723, -3.821], [-5.874, -2.758, 0.034], [-4.392, -1.887, 0.193], [-4.730, -4.097, -1.916], [-4.212, -4.390, -0.260], [-3.222, -3.390, -1.308]]
}



{
  "formula": "C2H2NO3S2",
  "method": "wB97M-V/def2-TZVPD",
  "lumo_ev": [1.798, 1.780],
  "multiplicity": 1,
  "e_above_lowest_kcal_mol": 90.8,
  "charge": -1,
  "energy_ev": -31407.22398,
  "homo_energy_ev": [-4.65, -4.66],
  "species": ["C", "C", "N", "O", "O", "O", "S", "S", "H", "H"],
  "positions_angstrom": [[-0.322, -0.150, -0.297], [1.094, 0.114, 0.148], [-1.019, -1.167, 0.007], [-3.184, 0.061, -1.023], [1.723, 1.172, -0.103], [-3.201, -2.326, -0.510], [-3.522, -0.507, 2.580], [-2.772, -1.017, -0.111], [-0.971, 0.667, -0.866], [1.588, -0.899, 0.621]]
}